Entry 1:
The following is a DFT calculation (ωB97M-V/def2-TZVPD) of a cluster of 2 separate species, Cl2H2OP2 in total at a distorted geometry.

Last column: natural (NBO) charge in e.
Element x y z (Å)
1 O 1.29732 0.57190 1.20493  -0.9904
2 P 1.85155 -1.04285 -1.40427  -0.1901
3 P 2.16572 0.31223 0.05326  1.3545
4 Cl 3.47095 1.74766 -0.33787  -0.2012
5 Cl -1.82684 0.67929 0.28116  -0.2301
6 H -2.13600 0.26882 -0.79478  0.2313
7 H 0.68025 -1.63615 -0.92272  0.0260

Atoms 1-2, force components in eV/Å:
O 0.6 0.1 0.2
P 1.2 0.2 -1.1

As for the spin multiplicity: 1. The value obtained for the strongest force on any atom is 0.06875 Eh/bohr. The electronic energy comes out at -1679.52297 Eh. The highest occupied orbital energy comes out at -9.348 eV.



Entry 2:
The following is a DFT calculation (ωB97M-V/def2-TZVPD) of a structure of composition C3H3NaO3 at a distorted geometry.

Last column: natural (NBO) charge in e.
Element x y z (Å)
1 C -2.10542 0.07970 0.05585  -0.7360
2 C -1.00716 0.84912 0.20591  -0.0231
3 O 0.12417 0.07809 -0.37809  -0.6631
4 C 1.36020 0.54808 -0.34359  0.9878
5 O 1.71005 1.69445 -0.28908  -0.5860
6 O 2.14626 -0.50964 -0.07682  -0.7520
7 Na -0.03677 -2.05519 0.54197  0.9141
8 H -3.02030 0.36272 0.58134  0.2116
9 H -2.16822 -0.82010 -0.57889  0.1385
10 H 2.99721 -0.22722 0.28141  0.5083

Atoms 1-2, force components in eV/Å:
C 0.1 -0.2 0.3
C -0.3 0.0 0.5

As for the spin multiplicity: 1. The value obtained for the strongest force on any atom is 0.05912 Eh/bohr. The electronic energy comes out at -504.05732 Eh. The highest occupied orbital energy comes out at -7.181 eV.



Entry 3:
The following is a DFT calculation (ωB97M-V/def2-TZVPD) of a cluster of 2 separate species, C16H34N5O7 in total at a distorted geometry.

Last column: natural (NBO) charge in e.
Element x y z (Å)
1 O -1.62900 -4.24684 1.22003  -0.6645
2 O 3.03269 -4.92398 2.94601  -0.6115
3 O -2.06146 4.85319 -2.11651  -0.5620
4 O -1.90025 3.04005 -0.59898  -0.5888
5 O 0.09472 3.92228 -3.59893  -0.7180
6 O 0.79599 2.29468 0.31264  -0.7683
7 O 2.07364 3.84118 -1.52740  -0.7401
8 C -0.46652 -4.51011 0.95007  0.6968
9 C 2.97859 -4.55631 1.78365  0.6552
10 C -2.05589 -0.47260 0.14816  0.6683
11 N -2.51821 -1.68056 0.33099  -0.7689
12 N 3.93681 -4.91760 0.92694  -0.6018
13 N -0.76866 -0.16541 0.15781  -0.5887
14 N 0.51393 -4.13233 1.76897  -0.6079
15 N -2.93656 0.46382 -0.04523  -0.7779
16 C -3.47197 5.05891 -1.95790  -0.2570
17 C -0.12992 -5.15328 -0.38089  -0.7228
18 C 4.05606 -4.59768 -0.49703  -0.4207
19 C -1.56749 3.27307 1.78705  -0.6262
20 C -1.65545 3.48705 -1.94856  0.3623
21 C 0.37519 -1.08871 0.26165  -0.2186
22 C 0.84712 -1.23879 1.71479  -0.4093
23 C -1.17410 3.78317 0.40042  0.0722
24 C -0.16209 3.37120 -2.29770  0.0341
25 C 0.34292 3.65119 0.16324  0.0648
26 C 0.69083 4.11290 -1.25828  0.0502
27 C 2.03559 -2.20853 1.88548  -0.4043
28 C 1.83163 -3.63635 1.33419  -0.1319
29 H -0.38996 4.76703 -3.69406  0.4916
30 H 1.72996 2.27900 0.01457  0.5094
31 H 2.25055 4.01905 -2.47297  0.5013
32 H -3.50310 -1.86042 0.32958  0.4158
33 H -1.90903 -2.44694 0.59254  0.4435
34 H 4.65104 -5.50273 1.33592  0.4184
35 H -0.53291 0.82169 0.09107  0.4488
36 H 0.24515 -3.94355 2.72548  0.4207
37 H -3.91540 0.25523 -0.05341  0.4091
38 H -2.61738 1.41602 -0.19288  0.4431
39 H -3.77636 4.89613 -0.91921  0.1776
40 H -4.03910 4.37847 -2.60118  0.1787
41 H -3.72850 6.08633 -2.23338  0.2135
42 H -1.02003 -5.65023 -0.76635  0.2590
43 H 0.20107 -4.39957 -1.09066  0.2246
44 H 0.65007 -5.89987 -0.23492  0.2346
45 H 4.07709 -3.51657 -0.64555  0.1939
46 H 4.98402 -5.01865 -0.89117  0.2333
47 H 3.22094 -5.03056 -1.05090  0.1962
48 H -1.02513 3.82391 2.56157  0.2380
49 H -1.33577 2.20988 1.89377  0.2094
50 H -2.63983 3.41559 1.95040  0.2264
51 H -2.21984 2.85481 -2.64272  0.1824
52 H 1.20149 -0.69152 -0.33136  0.2188
53 H 0.10369 -2.06007 -0.15099  0.1976
54 H 0.01161 -1.57531 2.33083  0.2094
55 H 1.15321 -0.25852 2.08381  0.2294
56 H -1.44459 4.84446 0.34624  0.2100
57 H 0.11417 2.31196 -2.29805  0.1994
58 H 0.87224 4.29052 0.87923  0.1967
59 H 0.49921 5.18964 -1.33845  0.1916
60 H 2.91392 -1.77538 1.40387  0.2150
61 H 2.24870 -2.27651 2.95430  0.2420
62 H 1.86062 -3.57694 0.25036  0.2059

Atoms 1-2, force components in eV/Å:
O -0.8 -0.2 0.3
O -0.4 0.2 0.0

The charge is +1. As for the spin multiplicity: 1. The value obtained for the strongest force on any atom is 0.04174 Eh/bohr. The electronic energy comes out at -1430.39105 Eh. The highest occupied orbital energy comes out at -12.004 eV.



Entry 4:
The following is a DFT calculation (ωB97M-V/def2-TZVPD) of an isolated molecule of C4H2O2.

Last column: natural (NBO) charge in e.
Element x y z (Å)
1 O 2.73808 0.86797 -0.46252  -0.4582
2 C 1.81417 0.25971 -0.94599  0.3524
3 C 0.53675 0.08222 -0.26634  -0.0336
4 C -0.53234 -0.07077 0.27786  -0.0499
5 C -1.81420 -0.26336 0.94516  0.3559
6 O -2.77333 0.43928 0.73769  -0.4580
7 H 1.87473 -0.20886 -1.94437  0.1454
8 H -1.84385 -1.10618 1.65852  0.1460

Atoms 1-2, force components in eV/Å:
O -0.4 -0.3 -0.2
C 0.3 0.2 0.2

As for the spin multiplicity: 1. The value obtained for the strongest force on any atom is 0.01126 Eh/bohr. The electronic energy comes out at -303.99804 Eh. The highest occupied orbital energy comes out at -11.004 eV.



The lowest electronic energy belongs to which entry?
Cl2H2OP2



The highest strongest force on any atom belongs to which entry?
Cl2H2OP2



Which value of electronic energy does entry 4 give?
-303.99804 Eh